No. 1
102
Properties=species:S:1:pos:R:3 method="wB97M-V/def2-TZVPD" charge=-1 homo_ev=-4.01 e_tot_ev=-90537.4593 gap_ha=0.2321 largest_force_ev_per_a=0.83
Pt -1.21378 0.31575 0.82214
C -0.95090 -4.69521 -0.45933
Si -1.38842 -3.20822 -1.52894
C -3.21171 -2.86194 -1.25512
C -1.20757 -3.77074 -3.32719
N -0.49468 -1.85162 -1.16984
P 0.82945 -1.03251 -1.16996
C 0.97661 0.21274 -0.04177
P 0.87907 1.84061 0.16797
N -0.71482 2.26667 0.29847
Si -1.41928 3.71817 0.92787
C -0.23415 4.84702 1.87703
C -2.15104 4.70760 -0.48861
C -2.74595 3.47194 2.22679
C 1.73771 2.89577 -1.06275
C 1.51899 4.26650 -1.19383
C 2.19173 5.00052 -2.16054
C 3.09647 4.37445 -3.00880
C 3.33321 3.01563 -2.87766
C 2.66094 2.28567 -1.90397
C 1.74339 2.27678 1.72799
C 2.99614 2.88278 1.73254
C 3.66483 3.12152 2.92898
C 3.08912 2.74851 4.13333
C 1.84240 2.13273 4.13755
C 1.17573 1.89924 2.94581
C 1.12551 -0.42199 -2.88223
C 2.28729 -0.61323 -3.62257
C 2.42147 -0.05327 -4.88980
C 1.39523 0.70793 -5.42783
C 0.22729 0.90129 -4.69743
C 0.09357 0.33790 -3.43812
C 2.28431 -2.14411 -0.94890
C 2.32074 -3.36661 -1.62099
C 3.39359 -4.23222 -1.46505
C 4.45185 -3.88254 -0.63284
C 4.43011 -2.66472 0.03200
C 3.34982 -1.80158 -0.12794
H -1.57153 -5.56351 -0.70626
H -1.10624 -4.45763 0.59575
H 0.09906 -4.97775 -0.57910
H -3.84101 -3.71326 -1.53406
H -3.53241 -1.98973 -1.83177
H -3.39221 -2.63362 -0.20213
H -2.08650 -4.32810 -3.66520
H -0.33684 -4.41942 -3.46398
H -1.08356 -2.90237 -3.98085
H 0.76815 5.00978 1.48222
H -0.11177 4.45102 2.88828
H -0.72753 5.82214 1.96339
H -1.39022 4.94443 -1.23495
H -2.60147 5.64277 -0.14232
H -2.92627 4.12256 -0.99054
H -2.42457 2.73677 2.96854
H -3.71829 3.16046 1.85047
H -2.86049 4.43894 2.72957
H 0.81480 4.76995 -0.54762
H 2.00512 6.06374 -2.25430
H 3.61414 4.94789 -3.76845
H 4.03259 2.51163 -3.53358
H 2.85358 1.23003 -1.78638
H 3.45520 3.17657 0.79608
H 4.63724 3.59916 2.91610
H 3.60912 2.93410 5.06548
H 1.38799 1.83423 5.07487
H 0.20265 1.41714 2.94534
H 3.10017 -1.19883 -3.20891
H 3.33223 -0.21378 -5.45548
H 1.50226 1.14948 -6.41138
H -0.57815 1.49678 -5.11039
H -0.81284 0.48662 -2.86038
H 1.49435 -3.63912 -2.26775
H 3.40466 -5.18088 -1.98871
H 5.28849 -4.55918 -0.50456
H 5.25234 -2.38754 0.68169
H 3.30606 -0.84842 0.39060
C -5.36007 1.24236 0.14865
C -6.00533 0.27679 0.92155
C -5.24948 -0.62407 1.64696
C -3.85483 -0.53768 1.62964
C -3.18943 0.47264 0.92271
C -3.97847 1.33152 0.14653
C -2.96908 -1.55758 2.18854
C -3.44576 -2.61982 2.99706
C -2.59804 -3.58005 3.43156
C -1.22794 -3.49424 3.09815
C -0.29704 -4.47607 3.50934
C 1.01831 -4.36425 3.17158
C 1.45323 -3.24523 2.43044
C 0.57878 -2.27795 2.02545
C -0.79587 -2.39314 2.32009
N -1.68914 -1.45547 1.84460
H -5.94494 1.92244 -0.46078
H -7.08618 0.21027 0.92650
H -5.75073 -1.41201 2.19642
H -3.49285 2.07968 -0.47006
H -4.49534 -2.65534 3.24980
H -2.94970 -4.40983 4.03471
H -0.65454 -5.31857 4.09056
H 1.72834 -5.12330 3.47575
H 2.49876 -3.15070 2.16627
H 0.91474 -1.40067 1.48215

=====

No. 2
119
Properties=species:S:1:pos:R:3 method="wB97M-V/def2-TZVPD" charge=-2 homo_ev="-3.77 / -3.36" e_tot_ev=-181239.9989 spin_multiplicity=2 gap_ha="0.2384 / 0.2234" largest_force_ev_per_a=3.60
Ba 0.51130 -1.48895 -2.69728
O -1.04140 2.04525 4.47275
C -0.93996 0.82878 4.15005
O -1.06749 -0.19874 4.89537
C -0.60979 0.53826 2.66407
C 0.69952 0.24166 2.27320
C 0.95713 0.01209 0.89193
N 0.03088 0.10465 -0.02461
C -1.20374 0.46692 0.33692
C -1.57235 0.63315 1.67607
C -2.15947 0.72696 -0.75336
C -3.49038 0.78596 -0.47195
C -4.28762 1.40490 -1.43153
C -3.78177 1.77339 -2.68059
C -2.51348 1.38470 -2.97748
N -1.65931 0.94496 -1.97776
C 2.34664 -0.35878 0.47612
C 3.18410 -1.18341 1.17867
C 4.52034 -1.25140 0.84377
C 4.96974 -0.58533 -0.28123
C 4.00378 0.10358 -1.04025
N 2.74037 0.22872 -0.65945
H 1.42191 0.17550 3.08623
H -2.53080 1.01401 2.01173
H -4.00575 0.48535 0.50046
H -5.30803 1.69514 -1.19367
H -4.43953 2.28478 -3.39311
H -2.00938 1.40178 -3.90167
H 2.80025 -1.71855 2.01173
H 5.11257 -1.99422 1.36011
H 5.97069 -0.70512 -0.68602
H 4.19168 0.50738 -2.02534
I 7.29116 -7.04425 1.16425
C 5.32621 -6.91647 0.33030
I 5.11561 -5.32851 -1.04936
H 4.57849 -6.80048 1.10244
H 5.08939 -7.88897 -0.19657
O -3.97468 -3.11914 -3.11606
C -3.17654 -2.65430 -2.30172
O -2.04328 -2.12352 -2.60086
C -3.57439 -2.68392 -0.82896
C -4.90365 -2.56141 -0.58267
C -5.39602 -2.44548 0.70873
C -4.50929 -2.45278 1.76006
C -3.15379 -2.67673 1.55067
C -2.65108 -2.83111 0.23325
P -0.87351 -3.31392 -0.08090
C -1.11654 -5.00885 -0.81869
C -0.12774 -5.51640 -1.70421
C -0.29043 -6.75851 -2.24669
C -1.37524 -7.57220 -1.97428
C -2.36617 -7.06213 -1.14976
C -2.21928 -5.80851 -0.58036
C -0.20670 -3.75447 1.54697
C -0.16530 -2.80298 2.58894
C 0.32256 -3.13147 3.85441
C 0.87414 -4.40318 4.06814
C 0.87664 -5.38756 3.08082
C 0.31013 -5.01460 1.83240
H -5.58716 -2.58938 -1.40633
H -6.51055 -2.50912 0.90152
H -4.85780 -2.24263 2.78422
H -2.44892 -2.72708 2.39510
H 0.81359 -4.98893 -1.84096
H 0.54464 -7.15090 -2.81612
H -1.45697 -8.55304 -2.48460
H -3.25799 -7.65093 -0.90207
H -2.89661 -5.40677 0.15429
H -0.55905 -1.82515 2.38331
H 0.29911 -2.43072 4.66347
H 1.27817 -4.73467 5.00604
H 1.49021 -6.30015 3.25281
H 0.32491 -5.73062 0.99065
O 2.83457 -2.18296 -1.70903
O 2.18559 -3.32368 -1.80051
F 2.26281 2.69861 -4.73048
As 1.52042 1.11107 -4.89209
F 3.06136 0.39345 -5.12121
F 1.05505 1.29661 -6.60568
F 0.64837 -0.46450 -5.13648
F 0.07037 1.94508 -4.36739
F 1.75702 0.96696 -3.12082
C 4.39535 3.68153 -1.49127
Si 2.86556 4.04848 -0.46225
C 2.95127 3.03793 1.13585
C 2.95587 5.89929 -0.12072
C 1.27365 3.54608 -1.39436
H 4.31920 3.91273 -2.53736
H 4.67872 2.63484 -1.33230
H 5.24015 4.24968 -1.08314
H 3.54441 3.55130 1.90025
H 3.52748 2.14525 0.89211
H 1.97032 2.77022 1.47281
H 2.00968 6.27304 0.30768
H 3.04427 6.40180 -1.12063
H 3.81056 6.12830 0.54584
H 1.28645 2.38879 -1.36357
H 1.24400 3.84437 -2.43989
C -2.22769 3.82486 1.99110
C -1.04615 4.60322 1.32850
C -0.24761 5.27967 2.40920
O -0.17052 3.71096 0.66571
B 0.10194 4.10511 -0.57634
O -0.72772 5.14051 -0.98961
C -1.44535 5.59743 0.13988
C -1.06412 7.06150 0.40459
C -2.91215 5.44902 -0.19669
H -1.84508 3.13051 2.75911
H -2.79613 3.27547 1.21021
H -2.90699 4.50553 2.49230
H 0.04143 4.47528 3.08046
H -0.87409 5.97609 3.00896
H 0.68134 5.80010 2.09786
H 0.01534 7.16376 0.57962
H -1.57484 7.54365 1.23589
H -1.35677 7.70891 -0.43742
H -3.05780 4.51406 -0.73487
H -3.20478 6.25146 -0.86187
H -3.57172 5.52721 0.66248

=====

Among the records above, which one has the lowest charge? C46H49AsBBaF6I2N3O8PSi